1.
A structure of composition C35H64Cl8O21S6V2, computed with the ωB97M-V functional and the def2-TZVPD basis.

LUMO energy (spin up / spin down), eV: 0.1 / -3.1
Charge: 0
Spin multiplicity: 5
<S²>: 6.034
Orbital gap (spin up / spin down), eV: 6.37 / 6.28

```
136
Properties=species:S:1:pos:R:3:mulliken_spin:R:1
H 6.767 8.199 0.495 0.00
C -2.024 -6.951 0.320 0.00
H -4.293 0.194 -4.815 0.00
H 6.172 -2.044 -2.520 0.00
C 4.466 3.213 -1.667 0.00
C -2.994 -6.363 1.372 0.00
C -3.470 -0.224 -4.324 0.01
S -6.556 -3.585 -0.418 0.00
H -1.452 5.356 -0.271 0.00
C -10.884 7.869 -1.108 0.00
H -6.934 -1.368 -1.034 0.00
C -2.365 -0.679 -5.276 0.00
C -8.785 -2.242 -0.755 0.00
H 2.062 0.916 4.005 0.00
H 5.739 8.073 -2.170 0.00
H -1.262 -1.887 6.717 0.00
O 7.997 5.076 -8.739 0.00
H 4.922 3.996 -2.235 0.00
C 7.882 5.793 -0.843 0.00
H 7.462 -0.472 -0.988 0.00
O -1.578 -5.994 4.407 0.00
H -2.836 -5.460 7.577 0.00
C -7.430 -2.378 -1.350 0.02
H 5.205 7.382 0.343 0.00
C -2.893 -4.823 1.303 0.00
H 8.833 6.216 -0.538 0.00
C -1.758 -2.839 6.613 0.00
H 2.905 -0.561 4.651 0.00
O -4.711 0.645 -0.063 0.00
O -1.934 0.986 1.620 0.68
H 2.969 -2.895 -4.876 0.00
H -1.750 -2.949 4.394 0.00
H -1.653 -3.674 8.662 0.00
O -5.628 -2.962 0.506 0.04
C -0.693 -6.206 0.413 0.00
H 2.693 2.908 -2.641 0.00
H 1.132 6.009 -0.589 0.00
C 7.896 -1.080 -1.794 0.00
H -7.264 -2.603 -2.428 0.00
C 2.800 -2.518 -2.749 0.00
O -4.569 -1.719 -2.142 -0.01
H -0.881 6.636 0.769 0.00
S -1.269 -4.503 0.649 0.00
H -0.183 -3.854 7.746 0.00
H 6.014 5.285 -0.123 0.00
V -4.466 -1.043 -0.095 1.85
Cl 1.739 0.314 7.605 0.00
H 0.917 -0.680 5.490 0.00
H 8.091 4.720 -0.906 0.00
H -2.484 -3.720 -3.695 0.00
H -3.008 -4.361 2.263 0.00
H 7.118 5.945 1.254 0.00
C 2.472 0.450 4.833 0.00
C 0.152 5.137 2.706 0.00
H -1.877 -8.043 0.350 0.00
O -0.534 -3.903 1.701 0.00
O 2.223 3.829 1.539 0.00
Cl 1.930 -0.765 -4.439 0.00
O -5.914 -4.367 -1.334 0.00
H -3.012 0.388 -3.520 0.00
H 4.007 -1.799 -4.238 0.00
Cl 4.255 1.575 -3.859 0.00
C -0.782 5.555 0.528 0.00
O -1.536 -3.796 -0.591 0.00
H 7.391 8.605 -1.576 0.00
C 8.837 5.864 -9.061 0.00
H 7.906 -0.386 -2.659 0.00
H -2.717 -0.801 -6.348 0.00
C 2.993 -2.114 -4.111 0.00
O 9.742 6.492 -9.284 0.00
H -9.025 -1.180 -0.697 0.00
O -11.422 7.786 -0.057 0.00
O 6.254 5.575 -2.862 0.00
H -1.954 5.225 2.109 0.00
C 0.568 5.251 -0.024 0.00
O 8.421 6.743 -3.224 0.00
Cl 3.887 -3.940 -2.446 0.00
C -0.194 0.453 -0.243 0.05
C -8.690 -2.829 0.739 0.00
Cl 9.506 -1.467 -1.349 0.00
Cl 6.918 -3.406 -0.604 0.00
H -1.187 -6.173 7.288 0.00
H -2.602 -6.807 2.297 0.00
H -8.451 -4.867 0.008 0.00
H 7.617 -3.003 -2.835 0.00
O 0.631 1.258 -0.537 0.01
S -4.095 -1.755 -3.606 0.00
H -2.444 -6.736 -0.710 0.00
C 1.303 0.293 5.757 0.00
H 1.754 -2.834 -2.463 0.00
C -1.247 -3.921 7.700 0.00
H 3.192 -1.692 -2.172 0.00
C 6.213 7.383 -0.070 0.00
C -1.698 -2.031 -4.845 0.00
H -2.091 -2.350 -2.707 0.01
H -9.498 -2.701 -1.441 0.00
C -7.902 -4.158 0.597 0.00
H 3.840 3.667 -0.858 0.00
O -3.592 -4.836 5.231 0.00
H -1.174 3.695 1.652 0.00
H -1.649 0.114 -5.416 0.00
C 6.766 6.021 0.154 0.00
S 7.335 6.385 -2.366 0.00
C 3.574 2.274 -2.383 0.00
H 0.421 4.384 3.461 0.00
H -0.096 -6.506 1.246 0.00
H -0.101 -6.305 -0.487 0.00
H -8.098 -2.051 1.185 0.01
O -10.374 7.724 -2.120 0.00
H -7.483 -4.616 1.410 0.00
O 2.264 6.282 1.787 0.00
H -1.797 -2.861 -5.584 0.00
H 0.503 1.010 5.568 0.00
Cl 5.802 2.456 -0.768 0.00
H 0.621 4.263 -0.331 0.00
C -1.790 -5.298 7.237 0.00
C 6.581 7.879 -1.544 0.00
C -1.039 4.763 1.781 0.00
C -1.369 -3.438 5.257 0.00
C -2.449 -2.605 -3.663 -0.01
O -2.859 -0.893 0.379 0.15
H 0.125 6.169 3.017 0.00
O -4.945 -2.242 -4.663 0.00
H -4.046 -6.665 1.294 0.00
H -0.216 -3.464 5.170 0.00
Cl 3.756 1.588 5.346 0.00
O -2.263 2.001 -0.689 0.58
V -2.621 0.970 0.323 0.60
S 1.542 5.083 1.552 0.00
H -9.571 -2.855 1.341 0.00
H -2.859 -2.782 6.743 0.00
H -3.588 -4.511 0.527 0.00
C 7.169 -2.327 -2.125 0.00
H 3.377 1.444 -1.669 0.00
H -0.656 -1.983 -4.632 0.00
S -2.119 -5.062 5.377 0.00
```



2.
A structure of composition C35H37IrN6SSb2, computed with the ωB97M-V functional and the def2-TZVPD basis.

LUMO energy (spin up / spin down), eV: -5.5 / -8.7
ΔE to the lowest compared entry with this formula, charge and spin, kJ/mol: 72.5
Charge: +2
Spin multiplicity: 5
<S²>: 6.048
Orbital gap (spin up / spin down), eV: 5.10 / 4.16

```
82
Properties=species:S:1:pos:R:3:mulliken_spin:R:1
Sb -2.173 0.075 -0.598 0.16
C -0.197 1.272 2.521 0.02
N 1.428 -1.917 2.275 0.07
H -1.857 5.835 -0.458 0.00
Sb 0.642 2.988 -0.533 0.03
C 0.621 -0.904 2.633 -0.01
H -5.792 4.351 0.291 0.00
H 6.557 -4.649 -0.028 0.00
H 0.093 -1.988 4.399 0.00
C -3.154 0.752 1.158 0.04
C 0.699 0.824 -3.071 0.05
H 0.260 -5.111 3.288 0.01
N 0.454 0.241 1.916 0.04
H -1.354 -6.941 2.682 0.00
H -0.487 4.402 1.477 0.00
H -2.237 1.640 -2.858 -0.01
S -0.361 -2.576 -0.652 0.71
N 2.331 -0.960 0.226 0.23
C 4.094 -2.364 -0.055 0.09
H -3.539 -2.213 -0.261 0.00
C -0.318 -5.098 2.374 0.01
C -3.212 2.855 -1.342 0.00
C 0.513 4.390 1.049 0.00
C 2.361 3.665 -1.558 0.01
C -1.693 -4.870 0.016 0.09
C 3.304 0.526 -3.747 0.03
C -0.721 -0.014 4.445 0.01
C -2.250 3.870 -1.216 0.02
C -3.841 5.212 0.028 0.02
C -4.481 3.055 -0.794 0.01
C 2.835 0.058 -2.482 -0.01
H -4.221 0.743 0.945 0.01
H -1.184 -0.123 5.416 0.00
C -0.890 3.767 -1.830 0.07
C -2.929 1.562 -2.025 0.09
H 4.350 0.363 -3.960 0.00
H -3.841 1.088 -2.384 0.01
C 2.460 1.089 -4.646 0.01
H -2.611 -6.738 0.535 0.00
H -3.277 -1.959 -2.002 0.00
C -4.798 4.215 -0.113 0.00
H -2.928 0.073 1.977 0.00
H -0.490 4.759 -2.051 0.01
C 3.422 -2.742 1.118 0.00
C -3.551 -1.480 -1.065 0.03
N 1.543 0.320 -2.124 0.08
N -0.119 -4.056 1.572 0.05
H 3.246 3.502 -0.948 0.00
H 0.566 -3.299 1.886 0.00
H 5.746 -2.745 -1.391 0.00
H -0.858 3.192 -2.751 0.00
H -5.236 2.289 -0.925 0.00
H -2.219 -4.753 -0.920 0.00
C 5.675 -4.102 0.274 0.07
N 3.684 -0.678 -1.769 0.13
C 2.334 -1.849 1.298 0.27
Ir 0.939 0.309 -0.139 1.23
C -0.769 1.210 3.756 0.05
C 1.090 1.206 -4.314 0.05
H -4.080 6.131 0.544 0.00
H 1.247 4.163 1.819 0.00
C 5.233 -3.047 -0.490 0.00
C 3.383 -1.261 -0.631 0.15
C 5.006 -4.481 1.461 -0.01
H 5.396 -5.307 2.039 0.00
H 2.461 3.125 -2.497 0.00
C -1.905 -5.975 0.833 -0.03
H -0.332 0.902 -2.759 -0.04
H 0.730 5.367 0.618 0.00
H -1.253 2.082 4.168 0.00
H 2.235 4.730 -1.749 0.00
H 2.822 1.416 -5.611 0.00
C -0.770 -3.900 0.389 -0.05
C -1.213 -6.095 2.026 0.08
H 0.364 1.580 -5.020 0.00
H 3.399 -4.083 2.824 0.01
C -2.586 5.037 -0.529 -0.01
C -0.043 -1.049 3.880 0.06
C 3.889 -3.813 1.898 0.06
H -4.544 -1.040 -1.141 0.00
H -2.848 1.760 1.421 0.00
H -0.250 2.187 1.954 -0.03
```



3.
A cluster of 2 separate species, C18H18F6NP2S in total, computed with the ωB97M-V functional and the def2-TZVPD basis.

LUMO energy, eV: 1.5
Charge: -1
Orbital gap, eV: 7.69

```
46
Properties=species:S:1:pos:R:3:nbo_charge:R:1
H -4.026 -1.515 -1.894 0.31
H -1.517 -2.927 -3.950 0.26
H 1.932 -4.245 -0.700 0.24
C -3.296 1.898 -1.329 -0.35
F -7.087 -3.604 -4.641 -0.61
H 2.928 3.522 5.232 0.23
H 0.456 4.015 1.663 0.23
H 7.194 2.553 2.029 0.21
C -1.702 -1.809 -1.793 0.02
H -1.617 2.397 0.855 0.25
C 0.629 2.835 1.723 -0.24
H 3.614 5.246 4.556 0.24
H 4.953 1.332 3.217 0.23
H 3.274 0.044 2.698 0.24
F -5.710 -1.961 -4.931 -0.61
C -3.014 0.625 -1.899 0.02
F -4.192 -3.039 -4.661 -0.62
H 5.635 3.005 3.985 0.23
N -1.571 -0.686 0.778 -0.68
C -0.449 0.262 1.248 0.15
C -0.628 1.891 1.238 -0.20
C -3.032 -0.977 -2.268 -0.52
H -3.067 -1.042 -3.450 0.29
F -5.569 -4.697 -4.850 -0.61
C -1.029 -1.643 -0.304 0.14
C 0.964 -3.652 -1.065 -0.25
H 5.822 2.210 0.784 0.22
H 1.831 4.756 4.166 0.25
C 2.909 4.317 4.372 -0.94
H 0.773 -4.547 -3.326 0.24
H -1.893 -1.250 1.619 0.40
C 0.999 -0.366 1.806 -0.17
C 5.119 2.479 3.048 -0.70
F -6.265 -2.567 -2.928 -0.61
H -3.288 2.963 -0.835 0.26
C -1.023 -2.861 -2.882 -0.20
P -5.639 -3.308 -4.149 2.66
C 0.287 -3.813 -2.553 -0.23
C 2.265 0.543 2.318 -0.25
C 0.315 -2.591 0.007 -0.18
C 2.069 2.189 2.255 -0.33
F -5.013 -3.971 -2.886 -0.61
P 3.458 3.447 2.755 0.74
H 6.059 3.983 1.453 0.23
S 1.060 -2.277 1.742 0.21
C 6.083 2.836 1.750 -0.63
```



4.
An isolated molecule of C4H9N3O, computed with the ωB97M-V functional and the def2-TZVPD basis.

LUMO energy, eV: 0.7
ΔE to the lowest compared entry with this formula, charge and spin, kJ/mol: 398.8
Charge: 0
Structure (SMILES): CC(/C=N/O)=C(N)N
Orbital gap, eV: 7.76

```
17
Properties=species:S:1:pos:R:3:nbo_charge:R:1
H 2.057 -2.325 -0.262 0.38
N 1.477 -1.672 0.394 -0.78
C 0.388 1.939 0.261 -0.64
H 1.281 2.291 0.811 0.21
C 0.298 0.336 -0.008 -0.23
N 2.566 0.242 -0.429 -0.81
H -0.767 -1.325 -0.472 0.16
H -4.000 0.054 -0.240 0.47
H -0.540 2.063 0.827 0.24
H 0.617 -2.080 0.593 0.39
C -0.943 -0.270 -0.017 0.01
C 1.437 -0.410 -0.034 0.40
H 3.551 0.048 0.054 0.39
H 2.560 1.178 -0.778 0.41
O -3.187 -0.550 -0.252 -0.59
H 0.460 2.562 -0.768 0.20
N -2.158 0.339 0.184 -0.21
```



Q: Which value of charge does entry 2 give?
A: +2



Q: What is the charge in the fourth record?
A: 0